Record 1
19
Properties=species:S:1:pos:R:3:forces:R:3:lowdin_charge:R:1 method="wB97M-V/def2-TZVPD" homo_lumo_gap_ha=0.39321 multiplicity=1 e_homo_ev=-9.4
C 0.358 0.575 1.012 0.271 0.087 0.131 -0.190
C -0.890 1.438 1.314 -0.055 0.055 -0.053 -0.102
C 0.509 0.629 -0.526 0.244 0.133 -0.035 -0.297
C 1.779 -0.124 -0.943 0.037 0.057 0.002 -0.082
C -1.666 0.316 0.646 -0.248 0.071 0.003 -0.182
C -0.817 -0.132 -0.564 -0.261 -0.200 0.030 -0.185
C -0.572 -0.684 0.826 0.007 -0.173 0.087 -0.139
H 1.245 0.619 1.649 -0.126 0.031 -0.159 0.137
H 0.003 -2.240 -1.408 0.024 -0.191 -0.037 0.022
H 2.635 0.469 -0.596 -0.076 -0.093 -0.115 0.076
H 1.899 -0.259 -2.024 -0.205 0.051 0.145 0.073
H -0.228 -2.902 -1.646 0.058 -0.131 -0.073 0.065
H -0.943 2.410 0.804 0.128 -0.076 0.250 0.108
H 1.877 -1.111 -0.469 -0.243 0.208 -0.063 0.074
H -0.564 -1.699 1.211 -0.021 0.246 -0.061 0.130
H -1.089 1.556 2.385 -0.027 -0.157 -0.222 0.111
H -1.333 -0.598 -1.406 0.332 0.070 0.309 0.115
H 0.527 1.634 -0.972 -0.056 -0.120 0.107 0.135
H -2.731 0.104 0.710 0.219 0.132 -0.244 0.131

---

Record 2
19
Properties=species:S:1:pos:R:3:forces:R:3:lowdin_charge:R:1 method="wB97M-V/def2-TZVPD" homo_lumo_gap_ha=0.38279 multiplicity=1 e_homo_ev=-9.3
C 0.457 0.961 0.538 0.041 0.017 0.000 -0.221
C -2.136 1.344 1.041 0.496 -0.044 -0.078 -0.087
C 0.590 -0.344 -0.259 -0.028 -0.063 -0.024 -0.241
C -0.952 1.229 0.848 -0.499 0.034 0.080 -0.053
C 2.020 -0.687 -0.664 0.021 0.054 0.017 -0.282
C 2.083 -2.013 -1.420 0.014 -0.053 -0.034 -0.123
C -3.579 1.462 1.262 -0.079 0.013 0.018 -0.115
H 1.355 -2.027 -2.239 0.130 0.015 0.095 0.072
H 2.660 -0.735 0.228 -0.089 0.013 -0.121 0.109
H -3.808 1.596 2.324 0.051 -0.009 -0.149 0.074
H 0.880 1.796 -0.037 -0.084 -0.117 0.072 0.116
H -3.994 2.315 0.715 0.076 -0.111 0.082 0.074
H 1.846 -2.854 -0.757 0.020 0.124 -0.091 0.072
H 1.041 0.897 1.466 -0.106 -0.001 -0.125 0.116
H -4.094 0.559 0.918 0.080 0.136 0.053 0.075
H 3.074 -2.193 -1.849 -0.121 0.018 0.084 0.067
H 0.165 -1.162 0.337 0.063 0.098 -0.076 0.120
H 2.425 0.120 -1.291 -0.067 -0.104 0.076 0.108
H -0.034 -0.265 -1.159 0.082 -0.019 0.121 0.118

---

Record 3
19
Properties=species:S:1:pos:R:3:forces:R:3:lowdin_charge:R:1 method="wB97M-V/def2-TZVPD" homo_lumo_gap_ha=0.38224 multiplicity=1 e_homo_ev=-9.2
C -3.011 -0.380 0.275 -0.030 -0.069 0.048 -0.113
C -1.827 0.493 -0.032 0.142 0.061 -0.005 -0.174
C 0.538 1.309 0.270 -0.033 0.127 0.005 -0.211
C -0.619 0.376 0.515 -0.099 -0.022 -0.003 -0.142
C 1.957 -1.775 -0.423 0.013 0.072 0.074 -0.007
C 1.681 0.708 -0.576 0.017 -0.012 -0.083 -0.221
C 2.246 -0.554 0.016 -0.052 -0.151 -0.020 -0.206
H 1.311 0.503 -1.587 -0.002 -0.014 0.143 0.111
H -0.436 -0.443 1.214 -0.056 0.119 -0.089 0.108
H 2.904 -0.437 0.879 -0.111 -0.027 -0.110 0.101
H 2.354 -2.669 0.052 -0.028 0.170 -0.075 0.051
H -1.999 1.294 -0.755 0.035 -0.059 0.144 0.103
H 0.949 1.616 1.242 -0.049 -0.026 -0.105 0.110
H -2.792 -1.089 1.081 0.015 0.110 -0.164 0.071
H 1.289 -1.919 -1.270 0.122 0.018 0.097 0.061
H 0.179 2.226 -0.218 0.060 -0.206 0.065 0.108
H 2.479 1.456 -0.672 -0.154 -0.102 0.019 0.107
H -3.864 0.234 0.593 0.139 -0.114 -0.069 0.070
H -3.337 -0.951 -0.604 0.071 0.124 0.129 0.071

---

Record 4
19
Properties=species:S:1:pos:R:3:forces:R:3:lowdin_charge:R:1 method="wB97M-V/def2-TZVPD" homo_lumo_gap_ha=0.31878 multiplicity=1 e_homo_ev=-7.9
C -2.566 -0.384 -0.183 -1.746 -2.273 -2.036 -0.293
C 2.513 -0.431 -0.258 -0.016 2.529 1.266 -0.139
C -1.112 0.151 -0.159 0.041 -0.892 0.092 -0.101
C 3.809 0.326 0.099 -0.279 0.305 -1.568 -0.127
C -3.725 0.419 0.541 3.320 -0.238 3.630 -0.146
C 0.124 -0.493 -0.168 -4.899 0.188 -0.960 -0.161
C 1.323 0.201 0.053 2.931 0.265 -1.745 -0.168
H 3.541 1.423 0.162 0.639 -1.113 -0.273 0.075
H 0.140 -1.537 -0.552 0.126 0.503 1.035 0.121
H -2.673 -1.547 0.025 0.515 2.385 -0.216 0.128
H 4.128 0.046 1.097 0.326 -0.227 0.048 0.055
H 4.643 0.119 -0.671 -1.206 0.512 1.321 0.089
H -3.407 1.473 0.364 -0.748 -0.448 0.450 0.055
H -4.755 0.252 0.212 0.522 -0.302 0.036 0.052
H 2.641 -1.420 -0.712 -0.585 0.209 0.515 0.100
H 1.276 1.342 0.227 0.259 -2.102 0.223 0.141
H -3.040 -0.278 -1.223 1.422 -0.403 0.627 0.103
H -3.545 0.156 1.757 -1.065 1.089 -3.153 0.125
H -1.146 1.240 -0.240 0.444 0.012 0.707 0.091

---

Record 5
19
Properties=species:S:1:pos:R:3:forces:R:3:lowdin_charge:R:1 method="wB97M-V/def2-TZVPD" homo_lumo_gap_ha=0.40170 multiplicity=1 e_homo_ev=-9.8
C -0.598 0.243 -0.588 -0.032 0.007 -0.052 -0.437
C -0.447 -0.976 0.322 -0.074 -0.132 -0.013 -0.082
C -1.869 0.899 -1.026 -0.167 0.093 0.111 -0.091
C -0.968 0.235 -2.035 0.099 -0.069 -0.165 -0.090
C 1.888 -0.808 1.507 0.032 -0.026 0.009 -0.085
C 0.550 -0.162 1.190 0.055 -0.002 0.121 -0.345
C 0.558 0.958 0.113 0.065 0.132 -0.040 -0.081
H 0.344 1.971 0.472 0.042 -0.147 -0.077 0.110
H 0.039 -1.818 -0.187 -0.062 0.118 0.080 0.114
H 1.770 -1.686 2.153 -0.002 0.124 -0.079 0.075
H 2.557 -0.103 2.014 -0.088 -0.098 -0.067 0.075
H 0.071 0.184 2.113 0.071 -0.033 -0.134 0.134
H 2.385 -1.135 0.584 -0.084 0.043 0.126 0.078
H -2.820 0.429 -0.788 0.169 0.024 -0.042 0.100
H -1.351 -1.342 0.820 0.126 0.079 -0.064 0.110
H -1.889 1.987 -1.015 -0.007 -0.186 0.012 0.100
H -0.409 0.859 -2.729 -0.088 -0.053 0.144 0.100
H 1.486 0.979 -0.470 -0.120 -0.036 0.068 0.113
H -1.298 -0.715 -2.451 0.065 0.161 0.060 0.101

---

Record 6
19
Properties=species:S:1:pos:R:3:forces:R:3:lowdin_charge:R:1 method="wB97M-V/def2-TZVPD" homo_lumo_gap_ha="0.26673 / 0.29547" multiplicity=1 e_homo_ev="-6.5 / -7.0"
C 1.052 0.533 0.387 0.024 -0.091 0.059 -0.401
C -0.745 -0.771 -0.595 -0.483 -0.849 1.026 -0.303
C 1.514 1.280 1.632 0.013 0.073 0.001 -0.085
C 0.018 -0.578 0.681 -0.123 -0.011 0.219 -0.138
C -1.811 -1.791 -0.795 0.009 0.032 0.004 -0.068
C 0.324 1.365 -0.654 0.176 0.521 0.658 -0.077
C -0.591 0.445 -1.319 0.799 0.071 -1.365 -0.198
H -2.179 -1.796 -1.827 0.064 0.014 0.142 0.075
H 0.386 0.016 -1.745 -0.276 0.041 -0.820 0.188
H 0.438 -1.485 1.130 -0.057 0.146 -0.085 0.120
H -2.678 -1.594 -0.141 0.064 -0.027 -0.063 0.082
H 0.843 2.127 -1.230 -0.120 -0.039 0.132 0.093
H -1.244 0.720 -2.148 0.053 0.045 0.233 0.133
H 0.656 1.720 2.152 0.124 -0.063 -0.059 0.077
H 1.950 0.058 -0.069 -0.212 0.117 0.007 0.142
H 2.034 0.605 2.324 -0.084 0.099 -0.092 0.076
H -0.710 -0.143 1.405 0.150 -0.118 -0.015 0.135
H -1.460 -2.802 -0.556 -0.037 0.153 -0.028 0.075
H 2.203 2.091 1.371 -0.087 -0.112 0.047 0.074

---

Record 7
19
Properties=species:S:1:pos:R:3:forces:R:3:lowdin_charge:R:1 method="wB97M-V/def2-TZVPD" homo_lumo_gap_ha=0.38529 multiplicity=1 e_homo_ev=-9.4
C -0.137 -3.047 0.686 1.900 -5.048 -3.513 -0.045
C -0.858 -2.400 1.348 -3.088 0.922 5.088 -0.074
C 0.328 -0.527 -0.197 1.480 -2.014 1.060 -0.310
C -0.979 0.163 0.058 -0.031 1.177 2.255 -0.221
C 1.345 0.541 -0.558 1.384 -0.377 -1.293 -0.223
C -0.764 1.690 -0.414 -2.171 -0.970 -1.458 -0.180
C 0.752 1.914 -0.346 0.603 2.672 1.989 -0.258
H 1.417 0.706 -1.663 0.468 -1.553 0.487 0.113
H -1.027 0.073 1.239 -0.600 0.980 -2.222 0.116
H 1.174 2.588 -1.105 -0.631 -0.211 -0.235 0.092
H 2.359 0.244 -0.140 -1.096 0.975 -0.548 0.126
H -1.250 1.843 -1.512 1.402 -0.469 2.350 0.144
H 0.598 -1.098 0.834 0.241 2.059 -3.120 0.094
H 0.242 -1.360 -0.969 0.336 1.176 0.830 0.110
H 0.327 -3.836 -0.035 -0.889 2.345 1.800 0.105
H -1.380 2.329 0.234 0.463 0.060 -0.217 0.086
H 1.079 2.573 0.558 -0.789 -1.744 -0.664 0.127
H -1.376 -2.012 2.295 0.957 -0.463 -2.437 0.103
H -1.850 -0.384 -0.314 0.061 0.481 -0.153 0.097

---

Record 8
19
Properties=species:S:1:pos:R:3:forces:R:3:lowdin_charge:R:1 method="wB97M-V/def2-TZVPD" homo_lumo_gap_ha="0.31277 / 0.29934" multiplicity=1 e_homo_ev="-7.6 / -7.6"
C 0.872 0.291 0.165 -0.420 -0.171 -0.306 -0.539
C -2.636 -0.164 -0.035 0.132 0.043 0.215 -0.119
C -1.205 -0.578 -0.218 -0.673 -0.405 -0.779 -0.155
C 1.805 -0.896 0.026 0.147 -0.151 0.046 -0.106
C -0.222 0.322 -0.900 0.345 0.136 0.076 -0.168
C 2.344 0.511 -0.030 0.082 0.133 -0.045 -0.083
C 0.121 0.489 1.399 0.855 0.433 0.967 0.089
H 2.675 0.889 -0.992 0.010 -0.026 0.100 0.099
H -0.630 1.331 -1.035 0.086 -0.126 0.020 0.120
H 2.938 0.851 0.816 -0.203 0.013 -0.151 0.101
H -3.188 -0.912 0.542 0.046 0.154 -0.041 0.072
H -3.200 0.010 -0.969 0.350 -0.127 0.067 0.081
H -0.840 0.960 1.432 -0.074 0.488 -0.375 0.031
H -2.661 0.792 0.507 -0.158 -0.103 -0.059 0.067
H 1.740 -1.459 -0.905 0.039 0.147 0.175 0.101
H -1.022 -1.647 -0.354 0.076 0.235 0.337 0.108
H 0.181 -0.031 -1.856 -0.317 -0.058 -0.003 0.118
H 0.705 0.759 2.299 -0.306 -0.874 -0.119 0.077
H 2.011 -1.511 0.900 -0.016 0.258 -0.126 0.105

---

The evaluated calculated total energy for the records listed, in turn: -273.786747, -273.861832, -273.872792, -273.808580, -273.862690, -273.771645, -273.732445, -273.747484 hartree.
The evaluated relative energy (zero: lowest compared OMol25 entry of this formula, charge and spin) for the records listed, in turn: 3.3145, 1.2713, 0.9731, 2.7204, 1.2480, 3.7255, 4.7921, 4.3829 eV.